1.
The following is a quantum chemistry calculation of 2 unconnected molecules or ions with the total composition CH4OS2, from the OMol25 dataset.

Each line ends with the natural charge from an NBO analysis.
Geometry (Å):
C 1.3112 1.1551 -0.3080  0.168
O 1.6030 -0.0009 0.1257  -0.454
S -2.6147 -1.5384 -0.1381  -0.276
S 3.0367 -0.7596 0.0545  -0.053
H 0.2892 1.4753 -0.1768  0.169
H 2.0289 1.7977 -0.8016  0.170
H -3.7598 -1.1950 0.4426  0.140
H -1.8945 -0.9342 0.8018  0.137

The value obtained for the LUMO energy (alpha / beta) is -0.9755 / -1.0914 eV. The calculation puts the HOMO-LUMO gap (alpha / beta) at 7.52 / 7.38 eV. Its highest occupied orbital energy (alpha / beta) is -8.492 / -8.468 eV.

2.
The following is a quantum chemistry calculation of CH4OS2 in the gas phase, from the OMol25 dataset.

Each line ends with the natural charge from an NBO analysis.
Geometry (Å):
C -0.4213 -0.6280 -0.3221  -0.150
O -1.0393 0.0039 -1.3595  -0.679
S 2.1910 0.8688 -0.0043  -0.163
S 1.4833 -1.0229 -0.3072  0.007
H -0.6412 0.0182 0.5517  0.168
H -0.5084 0.7917 -1.3602  0.473
H -0.7348 -1.6814 -0.0784  0.194
H 1.9820 0.6561 1.3959  0.150

As for the SMILES: OCSS. The value obtained for the LUMO energy is 0.4840 eV. The calculation puts the HOMO-LUMO gap at 9.95 eV. Its highest occupied orbital energy is -9.462 eV.

Short version: 2, 1, most stable first.

1.
The following is a quantum chemistry calculation of C21H24N2O5 in the gas phase, from the OMol25 dataset.

Each line ends with the natural charge from an NBO analysis.
Geometry (Å):
C 0.7089 4.6584 0.5054  -0.626
C -0.2808 4.0083 -0.4483  -0.058
H -0.1139 4.3661 -1.4770  0.160
H -1.3080 4.2724 -0.1582  0.160
O -0.0956 2.6083 -0.3980  -0.546
C -0.8323 1.8821 -1.3506  -0.056
C -2.3437 1.8518 -1.0834  -0.442
H -2.5002 1.7850 -0.0038  0.210
H -2.8128 2.7680 -1.4446  0.207
C -3.0098 0.6472 -1.7549  -0.225
N -2.5825 -0.5850 -1.1332  -0.630
C -1.6799 -1.4025 -1.7041  0.676
O -1.3330 -1.3515 -2.8641  -0.628
C -1.0904 -2.4076 -0.6767  -0.186
N -0.1243 -1.6709 0.1272  -0.597
C -0.4880 -0.8724 1.1536  0.684
O -1.6553 -0.7526 1.5016  -0.662
C 0.6185 -0.1278 1.8095  -0.152
C 1.9195 -0.6125 1.8681  -0.185
C 2.9395 0.1160 2.4724  -0.267
C 2.6083 1.3406 3.0013  0.248
C 1.2982 1.8247 2.9587  0.292
C 0.2861 1.1090 2.3774  -0.222
H -0.7268 1.4697 2.3407  0.248
O 1.2511 3.0508 3.5667  -0.491
C 2.5700 3.3295 3.9825  0.236
O 3.4094 2.2492 3.6312  -0.473
H 2.9268 4.2481 3.4893  0.159
H 2.5913 3.4716 5.0747  0.161
H 3.9478 -0.2589 2.5254  0.231
H 2.1549 -1.5884 1.4703  0.215
H 0.8236 -1.6519 -0.2134  0.411
C -0.4455 -3.5833 -1.3498  0.056
C -0.9498 -4.8635 -1.1640  -0.230
C -0.3666 -5.9451 -1.7995  -0.196
C 0.7247 -5.7562 -2.6302  -0.212
C 1.2277 -4.4815 -2.8254  -0.208
C 0.6472 -3.3990 -2.1887  -0.213
H 1.0297 -2.4054 -2.3672  0.217
H 2.0726 -4.3281 -3.4804  0.214
H 1.1784 -6.6001 -3.1285  0.214
H -0.7660 -6.9369 -1.6471  0.212
H -1.8036 -5.0135 -0.5189  0.212
H -1.8923 -2.7346 -0.0054  0.235
H -2.6792 -0.6300 -0.1208  0.431
H -2.7382 0.5933 -2.8117  0.227
H -4.0972 0.7295 -1.6668  0.200
H -0.6400 2.2709 -2.3623  0.166
H -0.4295 0.8682 -1.2909  0.186
H 1.7232 4.3884 0.2229  0.209
H 0.5256 4.3130 1.5187  0.217
H 0.6021 5.7392 0.4701  0.209

As for the SMILES: CCOCCCNC(=O)[C@H](NC(=O)c1ccc2c(c1)OCO2)c1ccccc1. The value obtained for the LUMO energy is 0.7522 eV. The calculation puts the HOMO-LUMO gap at 9.18 eV. Its highest occupied orbital energy is -8.423 eV.

2.
The following is a quantum chemistry calculation of a molecular structure, C21H24N2O5, from the OMol25 dataset.

Each line ends with the natural charge from an NBO analysis.
Geometry (Å):
C -0.4196 2.9578 -2.9228  -0.196
H -1.0043 3.6152 -2.2638  0.157
H -0.2982 3.3239 -3.9054  0.151
H -1.1366 2.1062 -3.1910  0.155
O 0.6231 2.5457 -2.5952  -0.521
C 1.7789 3.4462 -2.2127  0.802
O 1.6909 4.7024 -2.3459  -0.556
C 2.9566 2.7098 -1.7534  -0.344
C 3.8206 3.5948 -1.0356  -0.153
C 4.8967 3.1937 -0.3016  -0.210
C 5.4275 1.6765 -0.3995  -0.162
C 4.5783 0.8759 -1.2487  -0.296
C 3.1946 1.5216 -1.8519  0.442
O 2.5776 0.5349 -2.4755  -0.501
C 2.7586 -0.7833 -2.7474  0.002
H 2.1915 -1.0521 -3.2997  0.147
C 2.5432 -1.4027 -1.2629  0.648
O 3.5669 -2.1452 -0.8156  -0.691
N 1.3682 -1.5849 -0.7163  -0.431
C 0.3625 -0.7502 -1.1628  -0.268
H 0.5737 0.1708 -1.8567  0.277
C -0.4993 -0.4081 -0.0415  -0.218
N -1.1072 -1.7043 0.5385  -0.399
C -2.1551 -1.5770 1.4357  0.011
C -2.9095 -0.6193 1.5178  -0.137
C -4.0880 -0.4584 2.5482  -0.373
C -4.6933 -1.4373 2.9236  0.337
C -3.9874 -2.9608 2.5138  -0.175
C -2.8044 -2.7073 1.7784  -0.224
H -2.5078 -3.7035 1.4723  0.210
H -4.4509 -3.8370 2.7956  0.210
O -5.7514 -1.7082 3.5907  -0.486
C -6.3353 -0.5746 4.1958  -0.261
H -7.2341 -0.7367 4.7265  0.201
H -6.6991 0.1466 3.3079  0.167
H -5.5918 -0.1164 4.8435  0.185
H -4.5321 0.4875 2.6711  0.217
H -2.3521 0.5918 1.6787  0.165
C -0.1896 -2.7336 0.5587  -0.233
H -0.1869 -3.4453 -0.2551  0.200
C 1.1609 -2.0882 0.6933  -0.268
H 1.6044 -1.4623 1.5290  0.244
H 1.9925 -2.8999 0.5424  0.265
H -0.3821 -3.1124 1.4730  0.217
H -1.4641 0.1031 -0.6641  0.209
H -0.3524 0.2541 0.6495  0.194
H -0.3368 -1.3191 -1.9106  0.188
H 3.6717 -0.8632 -2.8991  0.191
H 4.7549 -0.2089 -1.2348  0.250
H 6.3252 1.4568 0.0767  0.213
H 5.5607 3.7873 0.2143  0.205
H 3.4898 4.5975 -0.9056  0.241

The value obtained for the LUMO energy is 0.1862 eV. The calculation puts the HOMO-LUMO gap at 8.13 eV. Its highest occupied orbital energy is -7.947 eV.

Short version: 1, 2, most stable first.

1.
The following is a quantum chemistry calculation of a molecular structure, C25H18BrFeN8O4S2, from the OMol25 dataset.

Each line ends with the natural charge from an NBO analysis.
Geometry (Å):
Fe 0.2569 0.2332 0.1261  1.243
N -3.7106 0.5655 -1.7850  -0.332
C -2.3848 0.5973 -1.9385  0.226
N -1.8156 0.0374 -0.8933  -0.529
C -2.8710 -0.3075 -0.1023  0.300
N -4.0428 -0.0091 -0.6119  -0.250
C -2.6143 -0.9158 1.2008  0.105
C -3.5921 -1.3946 2.0595  0.035
N -3.2720 -1.9333 3.2292  -0.362
C -1.9792 -2.0054 3.5188  0.009
C -0.9933 -1.5400 2.6540  0.045
N -1.3205 -0.9803 1.4996  -0.398
H -4.4271 0.9098 -2.4020  0.427
H -1.8820 1.0286 -2.7868  0.230
H -4.6393 -1.3404 1.7906  0.212
H -1.7070 -2.4493 4.4678  0.207
H 0.0597 -1.6347 2.8767  0.235
O 2.1675 -3.0734 1.6074  -0.640
C 2.1539 -1.9571 1.1144  0.773
O 1.0696 -1.4237 0.6444  -0.779
C 3.4421 -1.1928 0.9729  -0.128
C 4.6217 -1.9334 0.9342  -0.167
C 5.8509 -1.3170 0.7976  -0.237
C 5.9125 0.0678 0.7057  -0.199
C 4.7478 0.8144 0.7363  -0.231
C 3.5002 0.1984 0.8834  -0.185
S 2.1140 1.2696 1.0407  -0.036
H 4.5399 -3.0079 1.0268  0.238
H 6.7552 -1.9103 0.7645  0.213
H 6.8675 0.5669 0.6019  0.212
H 4.7845 1.8943 0.6672  0.217
Br -3.5686 6.4491 2.8109  0.074
C -2.4883 5.7192 1.4443  -0.140
C -2.1346 6.5078 0.3570  0.024
N -1.3803 6.0622 -0.6401  -0.407
C -0.9563 4.8043 -0.5822  0.075
C -1.2636 3.9440 0.4656  -0.192
C -2.0461 4.4130 1.5118  -0.148
C -0.7647 2.5369 0.4843  0.766
O -0.1372 2.1078 -0.5395  -0.722
O -0.9764 1.7975 1.4558  -0.674
H -2.4755 7.5347 0.2979  0.205
H -0.3384 4.4506 -1.3975  0.210
H -2.2871 3.7625 2.3415  0.254
N 4.0660 -1.0857 -5.5463  -0.752
C 2.8438 -1.5798 -5.2943  0.082
S 2.0860 -2.6166 -6.3132  -0.107
C 2.2092 -1.0989 -4.0274  -0.060
C 2.6038 0.0732 -3.3917  -0.191
C 1.9738 0.4602 -2.2229  0.054
N 0.9971 -0.2639 -1.6724  -0.433
C 0.6153 -1.3964 -2.2694  0.078
C 1.1804 -1.8342 -3.4472  -0.212
H 4.5389 -1.3945 -6.3793  0.417
H 4.5880 -0.5625 -4.8653  0.398
H 3.3682 0.7266 -3.7873  0.216
H 2.2408 1.3713 -1.7069  0.244
H -0.1523 -1.9659 -1.7660  0.228
H 0.8489 -2.7534 -3.9068  0.258

The expectation value of S² is 1.01. The value obtained for the LUMO energy (alpha / beta) is -1.2159 / -1.1023 eV. As for the spin multiplicity: 2. The calculation puts the HOMO-LUMO gap (alpha / beta) at 6.65 / 6.81 eV. Its highest occupied orbital energy (alpha / beta) is -7.866 / -7.914 eV.

2.
The following is a quantum chemistry calculation of a molecular structure, C25H18BrFeN8O4S2, from the OMol25 dataset.

Each line ends with the natural charge from an NBO analysis.
Geometry (Å):
Fe 0.7751 0.4775 0.2381  1.129
N 0.8440 0.9488 4.4762  -0.329
C 0.1025 0.8724 3.3684  0.246
N 0.9091 0.6479 2.3533  -0.508
C 2.1438 0.5920 2.9097  0.288
N 2.1576 0.7701 4.2062  -0.242
C 3.2679 0.3577 2.0084  0.117
C 4.5967 0.2930 2.3865  0.040
N 5.5594 0.0902 1.4932  -0.346
C 5.1778 -0.0397 0.2273  0.010
C 3.8457 0.0280 -0.1627  0.036
N 2.8890 0.2252 0.7361  -0.378
H 0.5442 1.1230 5.4202  0.429
H -0.9690 0.9807 3.3113  0.270
H 4.8785 0.4056 3.4259  0.219
H 5.9534 -0.1986 -0.5111  0.213
H 3.5317 -0.0603 -1.1944  0.255
O 1.1643 0.5886 -3.6651  -0.623
C 1.0305 1.1015 -2.5718  0.789
O 1.4013 0.4446 -1.4910  -0.752
C 0.4333 2.4762 -2.4410  -0.145
C -0.0417 3.0378 -3.6272  -0.164
C -0.5631 4.3154 -3.6684  -0.240
C -0.6104 5.0651 -2.4981  -0.187
C -0.1533 4.5224 -1.3128  -0.228
C 0.3681 3.2249 -1.2607  -0.148
S 0.8908 2.6905 0.3322  -0.076
H 0.0234 2.4327 -4.5211  0.240
H -0.9279 4.7256 -4.6008  0.214
H -1.0145 6.0697 -2.5050  0.212
H -0.2083 5.0959 -0.3953  0.215
Br -7.2596 0.2077 0.9603  0.057
C -5.6929 0.5769 -0.0322  -0.141
C -5.7983 1.0765 -1.3215  0.021
N -4.7356 1.3579 -2.0690  -0.400
C -3.5297 1.1439 -1.5461  0.072
C -3.3370 0.6406 -0.2639  -0.183
C -4.4467 0.3536 0.5147  -0.157
C -1.9596 0.4154 0.2847  0.789
O -1.0177 0.6550 -0.5408  -0.689
O -1.8218 0.0311 1.4549  -0.740
H -6.7731 1.2554 -1.7606  0.203
H -2.6721 1.3834 -2.1630  0.224
H -4.3187 -0.0350 1.5155  0.245
N -0.6003 -6.4173 0.8334  -0.757
C 0.4548 -5.9075 0.1779  0.081
S 1.5938 -6.8313 -0.5557  -0.103
C 0.5282 -4.4149 0.1960  -0.065
C 0.0681 -3.6816 1.2847  -0.246
C 0.1649 -2.3028 1.2575  0.070
N 0.6693 -1.6387 0.2161  -0.490
C 1.1069 -2.3389 -0.8327  0.045
C 1.0643 -3.7177 -0.8760  -0.158
H -0.7229 -7.4165 0.8308  0.416
H -1.3702 -5.8356 1.1209  0.399
H -0.3293 -4.1617 2.1691  0.225
H -0.1898 -1.7014 2.0827  0.228
H 1.4862 -1.7521 -1.6644  0.253
H 1.4390 -4.2489 -1.7395  0.246

The expectation value of S² is 0.80. The value obtained for the LUMO energy (alpha / beta) is -0.9000 / -0.9442 eV. As for the spin multiplicity: 2. The calculation puts the HOMO-LUMO gap (alpha / beta) at 6.70 / 6.71 eV. Its highest occupied orbital energy (alpha / beta) is -7.603 / -7.653 eV.

Short version: 2, 1, most stable first.

1.
The following is a quantum chemistry calculation of a molecular structure, C10H10F3FeNO2, from the OMol25 dataset.

Each line ends with the natural charge from an NBO analysis.
Geometry (Å):
C 0.1936 -1.4597 -2.1603  -0.439
C -1.0454 -1.2817 -1.5057  -0.331
C -0.9274 -1.7492 -0.1681  -0.349
C 0.3893 -2.2179 0.0239  -0.291
C 1.1224 -2.0038 -1.1988  -0.306
Fe 0.6848 -0.0910 -0.5190  1.232
C -1.0992 1.9249 -0.8865  -0.470
C -0.9620 2.9533 -1.8650  0.027
C 0.1225 3.1985 -2.7037  -0.521
N 2.5037 -0.3646 -0.4384  -0.930
H -1.7567 -1.8760 0.5479  0.241
H -2.0026 -0.9809 -1.9801  0.227
H 0.7853 -2.7262 0.9081  0.247
H 2.1210 -2.4019 -1.4068  0.253
H 0.4188 -1.2382 -3.2212  0.229
H -1.9992 1.3374 -0.9211  0.220
H 2.4808 0.4033 -1.1566  0.240
H -0.7134 1.9468 0.1584  0.237
H 0.0547 3.8923 -3.5506  0.188
H 1.0980 2.7349 -2.5933  0.202
F -1.2665 0.0596 4.8692  -0.334
C -0.1398 -0.0494 4.1259  0.876
F 0.7046 0.9509 4.5234  -0.344
F 0.4680 -1.2325 4.4449  -0.335
C -0.3877 0.1038 2.5778  0.678
O -1.4577 0.5480 2.1644  -0.698
O 0.6100 -0.3805 1.9313  -0.753

The expectation value of S² is 8.92. The value obtained for the LUMO energy (alpha / beta) is 1.9433 / 2.0341 eV. As for the spin multiplicity: 6. The calculation puts the HOMO-LUMO gap (alpha / beta) at 5.15 / 6.76 eV. As for the charge: -1. Its highest occupied orbital energy (alpha / beta) is -3.209 / -4.729 eV.

2.
The following is a quantum chemistry calculation of a molecular structure, C10H10F3FeNO2, from the OMol25 dataset.

Each line ends with the natural charge from an NBO analysis.
Geometry (Å):
C -2.0677 -0.6247 -1.3747  -0.374
C -1.2343 0.5138 -1.5691  -0.332
C -1.3780 1.3660 -0.4321  -0.378
C -2.3840 0.8059 0.4372  -0.430
C -2.8251 -0.4211 -0.1715  -0.307
Fe -0.7611 -0.6543 0.6142  1.402
C 2.0427 -0.3025 -1.8625  -0.453
C 2.1330 -1.4043 -2.6062  0.048
C 2.1259 -2.7440 -2.6337  -0.486
N -1.2453 -2.1613 1.0082  -1.142
H -0.8935 2.3364 -0.3030  0.237
H -0.6514 0.7308 -2.4601  0.216
H -2.8059 1.2430 1.3494  0.229
H -3.6620 -1.0206 0.1773  0.225
H -2.2099 -1.4419 -2.0773  0.219
H 1.7883 0.6866 -2.2537  0.223
H -1.1086 -3.0749 1.4443  0.319
H 2.3093 -0.3244 -0.7971  0.235
H 2.6429 -3.3419 -3.3930  0.200
H 1.5240 -3.2952 -1.8887  0.225
F 2.0525 3.3396 3.0771  -0.327
C 1.3878 2.1622 3.2342  0.881
F 2.1662 1.3585 4.0147  -0.336
F 0.2358 2.4144 3.9313  -0.336
C 1.0432 1.4518 1.8279  0.707
O 1.4008 2.0551 0.8151  -0.650
O 0.3745 0.3472 1.8916  -0.814

The expectation value of S² is 8.77. The value obtained for the LUMO energy (alpha / beta) is 2.9082 / 2.7913 eV. As for the spin multiplicity: 6. The calculation puts the HOMO-LUMO gap (alpha / beta) at 6.55 / 6.61 eV. As for the charge: -1. Its highest occupied orbital energy (alpha / beta) is -3.640 / -3.819 eV.

Short version: 2, 1, most stable first.